Entry 1:
Below is 2 unconnected molecules or ions with the total composition C6H12N2O in a non-equilibrium geometry, with properties calculated with ωB97M-V with the def2-TZVPD basis set.

Each line ends with the natural charge from an NBO analysis.
Element x y z (Å)
C 1.603 0.730 0.306  -0.447
C 0.531 0.910 1.394  -0.632
C 1.362 -0.487 -0.509  0.044
C 1.250 -0.526 -1.870  -0.414
C 1.162 -2.547 -1.015  0.007
N 1.268 -1.744 0.026  -0.511
N 1.262 -1.869 -2.196  -0.656
H 1.689 1.632 -0.295  0.208
H 2.525 0.537 0.877  0.205
H 0.688 0.307 2.299  0.202
H 1.036 0.232 -2.596  0.197
H 0.943 -3.595 -1.045  0.176
H 1.557 -2.348 -3.043  0.310
H -0.396 0.482 1.009  0.212
H 0.479 1.908 1.841  0.190
C -3.107 1.458 1.547  -0.316
O -3.840 2.735 1.388  -0.753
H -3.155 3.393 1.538  0.450
H -2.204 1.708 0.994  0.182
H -2.926 1.150 2.573  0.163
H -3.700 0.745 0.996  0.182

Output
DFT total energy in Ha: -420.48591
Relative energy (zero: lowest compared OMol25 entry of this formula, charge and spin) in kJ/mol: 89.6
HOMO-LUMO gap (spin up / spin down) in eV: 2.08 / 8.19
<S²>: 0.75
Charge: -1
Lowest unoccupied orbital energy (spin up / spin down) in Ha: 0.1179 / 0.1177
2S+1: 2

=====

Entry 2:
Below is 2 unconnected molecules or ions with the total composition C8H5NO2 in a non-equilibrium geometry, with properties calculated with ωB97M-V with the def2-TZVPD basis set.

Each line ends with the natural charge from an NBO analysis.
Element x y z (Å)
C 2.354 0.557 0.608  -0.352
C 1.659 -1.691 -0.067  -0.328
C 1.212 1.250 0.128  -0.184
C 0.541 -1.085 -0.593  -0.215
C -4.810 0.663 -0.093  -0.167
C 2.483 -0.741 0.369  0.267
C 0.233 0.317 -0.405  0.391
C -3.830 -0.113 0.103  0.062
N -2.719 -0.612 0.567  0.125
O -0.932 0.713 -0.570  -0.585
O -2.181 -1.704 0.560  -0.278
H 2.985 1.252 1.157  0.260
H 1.803 -2.827 0.113  0.264
H 1.201 2.285 0.195  0.230
H -0.318 -1.616 -1.204  0.262
H -5.701 1.164 -0.444  0.248

Output
DFT total energy in Ha: -512.68008
Relative energy (zero: lowest compared OMol25 entry of this formula, charge and spin) in kJ/mol: 1069.9
HOMO-LUMO gap (spin up / spin down) in eV: 5.66 / 5.66
Lowest unoccupied orbital energy (spin up / spin down) in Ha: -0.0817 / -0.0818

=====

Entry 3:
Below is 2 unconnected molecules or ions with the total composition C14H23ClF5IO2P in a non-equilibrium geometry, with properties calculated with ωB97M-V with the def2-TZVPD basis set.

Each line ends with the natural charge from an NBO analysis.
Element x y z (Å)
C -2.651 -2.945 3.200  -0.204
C -1.828 -1.974 2.901  -0.355
P -0.436 -0.825 2.307  1.662
F -1.418 -0.542 0.907  -0.621
C 0.999 -1.230 1.176  -0.799
C 0.726 -1.227 -0.407  0.048
F 0.654 0.122 -0.988  -0.380
C -0.718 1.041 2.727  -0.700
C 0.038 2.038 1.713  -0.444
C -0.564 3.533 2.026  -0.538
I 0.587 5.141 1.112  0.080
C 0.543 -0.947 3.916  -0.797
C 1.482 -2.209 4.166  -0.194
C 3.052 -2.000 3.714  -0.644
Cl 0.888 -3.848 3.596  -0.077
H -3.610 -3.558 3.391  0.267
H 1.548 -2.235 1.390  0.274
H 1.818 -0.418 1.357  0.260
H 1.689 -1.678 -0.888  0.175
H -0.125 -1.911 -0.762  0.215
H -0.556 1.269 3.843  0.218
H -1.859 1.197 2.543  0.251
H -0.350 1.787 0.652  0.267
H 1.181 2.050 1.799  0.213
H -0.790 3.674 3.149  0.218
H -1.602 3.539 1.498  0.230
H -0.201 -0.862 4.809  0.248
H 1.211 0.005 4.005  0.236
H 1.567 -2.315 5.326  0.218
H 3.313 -2.922 3.053  0.231
H 3.772 -2.074 4.621  0.225
H 3.140 -1.010 3.142  0.216
C 0.154 1.251 -3.576  -0.647
C -0.189 -0.169 -3.990  -0.061
O -1.441 -0.287 -4.642  -0.585
C -1.533 0.039 -6.062  0.324
O -0.618 -0.607 -6.758  -0.897
C -1.561 1.587 -6.348  0.910
F -2.281 2.249 -5.396  -0.364
F -2.183 1.863 -7.524  -0.353
F -0.353 2.189 -6.398  -0.346
H -0.726 1.779 -3.201  0.204
H 0.923 1.245 -2.799  0.196
H 0.557 1.820 -4.414  0.212
H -0.288 -0.760 -3.072  0.146
H 0.627 -0.630 -4.556  0.182
H -2.585 -0.233 -6.259  0.083

Output
DFT total energy in Ha: -2296.13629
Relative energy (zero: lowest compared OMol25 entry of this formula, charge and spin) in kJ/mol: 327.4
HOMO-LUMO gap in eV: 5.12
Charge: -1
Lowest unoccupied orbital energy in Ha: 0.0677

=====

| no. | molecular weight (g mol⁻¹) |
| --- | --- |
| 1 | 128.175 |
| 2 | 147.133 |
| 3 | 511.657 |